Record 1
Below is one molecule with the formula C6H10, with properties calculated with ωB97M-V/def2-TZVPD.

Calculated values
structure (SMILES): C1CC2(C1)CC2
relative energy (zero: lowest compared OMol25 entry of this formula, charge and spin): 125.0 kJ/mol
highest occupied orbital energy: -9.81 eV
largest force on an atom: 0.3 eV/A
molecular weight: 82.15 g mol⁻¹
gap between HOMO and LUMO: 11.036 eV
spin multiplicity: 1

```
16
Properties=species:S:1:pos:R:3:forces:R:3
C -0.08458 -1.39051 1.17853 0.0 -0.1 0.1
C -0.07543 0.15355 1.29640 0.1 0.2 0.1
C -0.03043 0.23649 -0.22983 0.0 0.1 0.0
C -0.25613 -1.27442 -0.35922 0.0 -0.1 -0.2
C 0.94285 1.07313 -0.99876 0.3 0.0 0.0
C -0.53215 1.36589 -1.07421 -0.2 0.0 0.0
H -0.89285 -1.89764 1.71063 0.1 0.0 -0.1
H 0.86432 -1.84725 1.47434 -0.1 0.1 -0.1
H -0.99097 0.57017 1.72945 0.1 -0.1 -0.1
H 0.78709 0.58656 1.81641 -0.2 -0.1 -0.1
H -1.25964 -1.54480 -0.70626 0.1 0.1 0.1
H 0.48022 -1.82045 -0.95823 -0.1 0.1 0.1
H 1.57716 1.75303 -0.43286 -0.1 -0.1 -0.1
H 1.41847 0.64598 -1.87862 -0.1 0.0 0.1
H -1.03902 1.14385 -2.01039 0.1 0.0 0.2
H -0.90890 2.24641 -0.55738 0.1 -0.2 -0.1
```
Positions in Å, forces in eV/Å.

Here are the natural (NBO) charges for atoms 1 to 6, given in e:
1. C -0.392
2. C -0.392
3. C -0.060
4. C -0.392
5. C -0.411
6. C -0.415

Record 2
Below is one molecule with the formula C12H25N5O3 at a distorted geometry, with properties calculated with ωB97M-V/def2-TZVPD.

Calculated values
structure (SMILES): [H]/N=C(\N)NCCC[C@H](NC(=O)[C@@H](N)[C@@H](C)CC)C(=O)O
relative energy (zero: lowest compared OMol25 entry of this formula, charge and spin): 687.8 kJ/mol
highest occupied orbital energy: -8.80 eV
largest force on an atom: 7.7 eV/A
molecular weight: 287.36 g mol⁻¹
gap between HOMO and LUMO: 9.247 eV
spin multiplicity: 1

```
45
Properties=species:S:1:pos:R:3:forces:R:3
H 8.35789 -0.33570 -2.05281 -3.6 1.8 0.9
N 7.39171 0.26981 -1.88730 6.1 0.4 -1.8
C 6.40862 -0.30660 -1.39460 0.0 -2.6 -0.6
N 6.50878 -1.55373 -0.86224 -0.1 -7.4 2.1
N 5.21800 0.38560 -1.56762 2.6 -0.9 0.1
C 4.19294 0.36349 -0.61465 -1.1 0.8 1.2
C 2.91791 -0.11893 -1.23904 -2.2 3.0 0.6
C 1.89845 0.39746 -0.12922 -0.5 -1.4 -0.4
C 0.41449 -0.07020 -0.21026 -1.8 -1.7 -2.4
N -0.60772 0.29537 0.78303 1.4 2.2 -0.8
C -1.88779 0.54984 0.29041 -0.3 -2.0 2.9
O -2.13888 0.32585 -0.85671 -0.7 0.8 -1.2
C -2.89757 0.91168 1.43715 0.1 0.8 0.8
N -2.40190 2.30831 1.77712 2.0 -1.2 3.9
C -4.43095 0.83968 1.24642 1.9 1.2 -4.2
C -4.94758 1.83757 0.05963 -1.7 0.8 2.3
C -4.94989 -0.58721 1.19995 -1.6 1.0 -0.1
C -4.52512 -1.41893 -0.04658 -0.7 0.0 1.4
C 0.15232 -1.59231 -0.07641 3.0 -2.0 -0.2
O 0.12770 -2.34044 0.92733 -0.3 2.5 -3.3
O 0.18468 -2.04886 -1.39572 -0.4 0.9 1.9
H 5.72585 -2.39593 -0.84140 2.1 3.7 -0.3
H 7.49641 -2.17505 -0.70586 -3.5 3.4 -1.0
H 5.73470 1.24243 -1.75924 -1.4 0.9 -0.2
H 4.02758 1.39190 -0.27274 0.1 0.0 0.0
H 4.29017 -0.22422 0.35163 0.8 0.4 -1.2
H 2.68238 0.28919 -2.26797 0.5 -0.2 1.2
H 2.99388 -1.14391 -1.30204 -0.4 -2.5 -0.2
H 2.36722 0.04721 0.78393 -0.4 -0.3 0.6
H 2.03977 1.47279 -0.05468 -0.7 0.2 -0.3
H 0.00403 0.02446 -1.36035 0.9 0.7 3.2
H -0.29306 -0.06213 1.68334 -1.2 0.5 0.1
H -2.82447 0.27413 2.34852 0.9 -0.1 -0.7
H -1.51803 2.05719 2.54815 -3.0 1.3 -3.0
H -3.08683 2.74118 2.44326 0.6 -0.5 -0.8
H -4.86569 1.32424 2.03355 -0.8 1.1 2.7
H -4.74355 1.55158 -0.97568 0.3 0.3 0.4
H -4.88000 3.02836 0.31551 0.7 -3.0 -0.8
H -6.03763 1.70958 0.27320 0.4 0.1 -0.9
H -4.96287 -0.99953 2.25744 1.2 -0.3 -1.3
H -6.03853 -0.55959 1.12782 -0.3 0.7 -0.3
H -5.40847 -2.20001 0.04087 2.4 0.9 -1.3
H -4.41973 -0.75020 -1.01809 -0.6 -1.7 2.1
H -3.52720 -1.77575 0.28717 -0.6 -0.6 -1.1
H 0.25797 -2.97967 -1.32422 -0.1 -2.0 -0.1
```
Positions in Å, forces in eV/Å.

Here are the natural (NBO) charges for atoms 1 to 6, given in e:
1. H 0.340
2. N -0.782
3. C 0.553
4. N -0.881
5. N -0.625
6. C -0.225

Record 3
Below is C31H30Br2N2PtSSbSi as an isolated structure at a distorted geometry, with properties calculated with ωB97M-V/def2-TZVPD.

Calculated values
relative energy (zero: lowest compared OMol25 entry of this formula, charge and spin): 87.1 kJ/mol
total charge: +1
highest occupied orbital energy: -10.39 eV
largest force on an atom: 1.2 eV/A
molecular weight: 967.39 g mol⁻¹
gap between HOMO and LUMO: 7.127 eV
spin multiplicity: 1

```
69
Properties=species:S:1:pos:R:3:forces:R:3
Pt 0.37800 1.56687 -0.71467 0.6 0.4 1.1
Br -4.53386 1.93700 4.14318 0.0 0.0 0.0
C -3.34793 1.87919 2.68873 0.1 0.0 -0.1
C -3.46050 0.88175 1.73380 0.0 0.1 0.1
C -2.51352 0.85293 0.73029 0.1 0.0 0.0
N -1.53400 1.74682 0.63101 0.3 0.3 0.0
C -1.47370 2.76194 1.50506 -0.1 0.0 -0.1
C -2.35427 2.84098 2.57848 -0.1 -0.2 -0.1
C -0.44624 3.82508 1.25830 0.1 -0.1 0.1
C -0.42067 4.98123 2.03019 0.2 0.0 -0.1
C 0.56229 5.92857 1.78660 0.0 -0.1 -0.1
Br 0.61525 7.49846 2.81199 0.0 0.0 0.0
C 1.49602 5.69877 0.78904 -0.1 0.0 0.1
C 1.38431 4.53243 0.05581 0.1 0.0 0.0
N 0.43862 3.62169 0.26553 -0.7 0.1 -0.2
H -4.23456 0.13180 1.78383 0.0 0.0 0.0
H -2.52694 0.07070 -0.01940 0.0 0.0 0.0
H -2.29299 3.61656 3.32303 0.0 0.1 0.0
H -1.14698 5.16725 2.80350 0.0 0.0 0.0
H 2.28307 6.40373 0.56960 0.0 0.0 0.0
H 2.08780 4.31892 -0.73710 0.0 0.0 0.0
C 1.67834 0.37452 -3.65105 0.1 0.2 0.0
Si 1.82072 1.83247 -2.46721 0.1 0.2 -0.3
C 3.63983 2.09840 -2.05997 -0.1 -0.1 0.0
C 1.12882 3.38940 -3.30682 0.1 -0.2 0.0
H 2.43920 0.48453 -4.42719 0.0 0.0 -0.1
H 0.70918 0.31502 -4.14374 -0.1 0.0 0.0
H 1.86507 -0.57064 -3.14136 0.0 0.0 0.0
H 4.14309 2.56772 -2.90604 0.0 0.0 -0.1
H 4.12919 1.14210 -1.87150 0.0 0.0 0.0
H 3.81515 2.72351 -1.18422 -0.1 0.1 0.1
H 1.76836 3.67130 -4.14568 0.1 0.0 -0.1
H 1.06924 4.25075 -2.64447 0.0 0.0 0.0
H 0.12847 3.21546 -3.70388 0.0 0.0 0.0
S 1.95649 0.00831 -0.05896 0.1 -0.1 -0.2
Sb 0.55655 -1.78997 0.04233 -0.2 -0.3 0.1
C -0.64678 -1.60196 1.75394 0.0 0.0 0.1
C -1.73988 -2.44351 1.92946 0.0 0.0 -0.1
C -2.51218 -2.33946 3.07647 0.0 0.0 0.0
C -2.18859 -1.40085 4.04639 0.0 0.0 0.0
C -1.09582 -0.56374 3.87261 0.0 0.0 0.0
C -0.32363 -0.66166 2.72562 0.1 0.0 -0.1
C 1.58312 -3.59524 0.31173 0.1 0.0 0.1
C 1.79906 -4.50112 -0.71937 0.0 0.1 -0.2
C 2.53510 -5.65114 -0.48197 0.0 -0.1 0.0
C 3.06222 -5.89145 0.77860 0.0 0.0 0.0
C 2.86039 -4.98002 1.80467 0.0 0.0 0.0
C 2.12317 -3.83100 1.57284 -0.1 0.0 0.1
C -0.75040 -2.00112 -1.58113 -0.1 0.0 -0.1
C -1.21155 -3.25707 -1.96800 0.0 0.0 0.1
C -2.10792 -3.35950 -3.02163 0.0 0.0 0.0
C -2.54465 -2.21861 -3.67857 0.0 0.0 0.0
C -2.10079 -0.96601 -3.27921 0.0 0.0 0.0
C -1.20368 -0.85930 -2.22966 0.0 -0.1 0.2
H -1.99897 -3.17963 1.17591 0.0 0.0 0.0
H -3.36165 -2.99395 3.21752 0.0 0.0 0.0
H -2.78877 -1.32441 4.94330 0.0 0.0 0.0
H -0.84625 0.16318 4.63409 0.0 0.0 0.0
H 0.52791 -0.00563 2.57774 0.0 0.0 0.0
H 1.41969 -4.31234 -1.71589 0.0 0.0 0.0
H 2.70333 -6.35637 -1.28412 0.0 0.0 0.0
H 3.63746 -6.78835 0.96040 0.0 0.0 0.0
H 3.27733 -5.16447 2.78498 0.0 0.0 0.0
H 1.96689 -3.12948 2.38541 0.0 0.0 0.0
H -0.89132 -4.15408 -1.45349 0.0 0.0 0.0
H -2.46482 -4.33320 -3.32832 0.0 0.0 0.0
H -3.24007 -2.30685 -4.50186 0.0 0.0 0.0
H -2.45239 -0.07766 -3.78600 0.0 0.0 0.0
H -0.83247 0.11046 -1.86951 -0.1 -0.1 -0.4
```
Positions in Å, forces in eV/Å.

Here are the natural (NBO) charges for atoms 1 to 6, given in e:
1. Pt 0.315
2. Br 0.132
3. C -0.052
4. C -0.263
5. C 0.084
6. N -0.519

Record 4
Below is C8H17N2OS as an isolated structure at a distorted geometry, with properties calculated with ωB97M-V/def2-TZVPD.

Calculated values
relative energy (zero: lowest compared OMol25 entry of this formula, charge and spin): 367.5 kJ/mol
total charge: +1
highest occupied orbital energy: -12.97 eV
largest force on an atom: 5.9 eV/A
molecular weight: 189.30 g mol⁻¹
gap between HOMO and LUMO: 9.085 eV
spin multiplicity: 1

```
29
Properties=species:S:1:pos:R:3:forces:R:3
C 1.09330 -0.79597 -0.19428 -1.7 4.2 2.4
C -1.75478 -0.44284 0.47020 0.0 1.9 0.3
C -1.26706 -1.53338 -0.40768 0.6 -2.6 0.8
C -0.87712 0.90205 0.20486 -2.8 -1.6 0.4
C -1.78251 -2.93651 0.04939 -1.5 2.3 -1.1
C 0.82241 0.91109 1.98598 -1.7 2.1 0.9
C -0.65826 2.24614 -1.76004 0.0 2.6 1.5
C 3.39484 0.79531 -0.15194 0.3 -0.1 1.0
N 0.21422 -1.64919 -0.57417 0.1 0.7 -1.2
N 0.46439 0.82976 0.61246 3.1 -3.2 -3.9
O -1.00485 1.03252 -1.19809 -0.2 -1.4 1.3
S 2.73904 -0.88190 -0.40489 0.6 -0.3 -0.7
H -2.77346 -0.20082 0.06002 0.8 -0.2 0.8
H -1.84316 -0.70105 1.57404 0.3 0.2 -1.4
H -1.58142 -1.42816 -1.40941 -0.6 0.6 -1.1
H -1.42375 1.67067 0.81741 0.8 -0.1 -0.7
H -2.78647 -2.60203 0.43317 0.2 -1.4 -1.1
H -1.32496 -3.19400 0.94186 1.4 -0.9 1.6
H -1.68936 -3.70622 -0.75149 -0.6 0.6 0.8
H -0.07857 0.57407 2.45206 -0.2 -0.4 1.6
H 1.00264 1.99053 2.33099 -0.2 -1.3 -0.8
H 1.66032 0.35373 2.29921 0.9 -0.9 0.0
H 0.10556 2.74505 -1.04898 -1.2 -0.2 -1.2
H -1.62501 2.88399 -1.88526 1.9 -0.8 0.0
H -0.13016 2.03911 -2.67219 -0.1 0.2 -0.7
H 2.97751 1.57693 -0.79953 -0.3 -0.5 0.4
H 4.46220 0.68042 -0.46709 -0.8 0.0 0.7
H 3.23343 0.95888 0.95820 0.7 0.4 -1.6
H 0.43105 -2.11820 -1.46481 0.2 -0.4 0.8
```
Positions in Å, forces in eV/Å.

Here are the natural (NBO) charges for atoms 1 to 6, given in e:
1. C 0.301
2. C -0.460
3. C -0.046
4. C 0.231
5. C -0.603
6. C -0.443

Record 5
Below is C26H31Br2I2N3O5RuSe as an isolated structure at a distorted geometry, with properties calculated with ωB97M-V/def2-TZVPD.

Calculated values
relative energy (zero: lowest compared OMol25 entry of this formula, charge and spin): 913.4 kJ/mol
total charge: -1
highest occupied orbital energy (spin up / spin down): -4.73 / -4.76 eV
largest force on an atom: 2.8 eV/A
molecular weight: 1059.20 g mol⁻¹
gap between HOMO and LUMO (spin up / spin down): 5.966 / 6.017 eV
spin multiplicity: 2

```
71
Properties=species:S:1:pos:R:3:forces:R:3
Ru -0.26860 -1.04950 0.99260 0.1 1.3 2.5
I -1.20540 5.09100 -5.32780 0.1 -0.1 0.4
C -0.84980 4.19270 -3.43960 0.0 0.3 -0.3
C -0.39560 4.96080 -2.38570 0.0 0.3 -0.1
C -0.26420 4.32170 -1.16610 0.0 -0.5 -0.2
I 0.36080 5.52980 0.46440 0.1 0.4 0.1
C -0.51480 2.98700 -0.96890 0.1 0.0 0.4
O -0.82220 0.91140 0.68550 -0.3 -1.3 -1.0
C -0.91870 2.21320 -2.05550 0.1 0.3 -0.4
C -1.21390 0.74220 -1.99960 -0.5 -0.3 0.1
N -0.04240 -0.08140 -1.70410 0.2 0.1 -0.8
C -0.22560 -1.44630 -2.16390 0.0 0.7 -0.1
C 0.86780 -2.41900 -1.81190 0.8 1.2 1.9
C 1.00160 -3.56660 -2.54120 0.7 -1.6 -0.3
C 1.85360 -4.61410 -2.15980 -0.4 1.1 1.0
C 2.52550 -4.48120 -0.93070 -0.1 -0.9 -1.4
C 2.43720 -3.32700 -0.23220 -0.9 2.0 -0.4
N 1.69230 -2.22950 -0.68730 -0.3 -2.3 -0.5
C -1.09740 2.84510 -3.28700 -0.1 -0.2 -0.1
H -0.17070 6.01070 -2.49210 0.0 0.1 -0.1
H -1.64580 0.44020 -2.96900 0.0 0.1 0.0
H -1.96480 0.53880 -1.22720 0.2 0.0 -0.2
H 0.78550 0.31850 -2.14410 -0.1 0.0 0.1
H -0.37170 -1.47810 -3.26150 0.0 -0.3 0.1
H -1.16170 -1.79330 -1.70500 0.1 -0.2 0.0
H 0.38380 -3.68780 -3.41950 0.0 0.1 -0.1
H 1.92190 -5.51710 -2.73890 0.0 -0.1 -0.1
H 3.10210 -5.30210 -0.52940 0.1 0.0 0.0
H 2.90920 -3.18800 0.72150 0.0 0.2 0.0
H -1.46850 2.27820 -4.12830 0.0 -0.1 -0.1
Br -0.71010 2.49280 1.16210 0.0 1.8 1.1
C -1.03300 1.90540 3.09980 -0.2 0.0 -0.4
Br 0.33310 0.64680 3.59380 0.5 -0.1 0.4
H -1.99580 1.40520 3.11790 0.1 -0.1 0.0
H -0.97890 2.76720 3.75690 0.1 0.1 0.0
O -4.23810 -1.78830 1.81200 -1.1 -1.3 0.3
Se -3.07470 -0.79760 1.40740 -1.6 0.3 0.6
O -3.56840 0.71360 1.37120 -0.3 1.4 -0.1
O -2.40610 -1.26740 -0.02440 2.0 -0.5 -0.7
O -1.82670 -0.95930 2.49040 1.5 -0.5 -0.7
C -2.10610 -6.00600 0.83760 0.1 0.0 0.0
C -0.97950 -5.15630 1.34660 -0.1 0.2 -0.1
C 0.07010 -5.69370 2.07510 0.1 -0.1 0.0
C 1.06960 -4.88560 2.59660 0.0 0.0 0.1
C 2.22950 -5.49300 3.33040 -0.1 0.1 0.0
C 0.99940 -3.50990 2.40320 0.0 0.0 0.0
C -0.00430 -2.95540 1.62100 -0.8 0.3 -0.9
C -0.99020 -3.78780 1.10020 0.0 -0.8 0.1
N 1.55870 -1.13020 0.12840 -0.7 -0.9 -0.4
C 2.77870 -0.36350 0.37860 0.5 0.3 0.1
C 2.39230 1.12000 0.45520 -0.1 -0.3 -0.1
C 3.79090 -0.56050 -0.75740 -0.2 0.1 0.3
C 3.42880 -0.73320 1.72630 -0.2 0.1 -0.2
H -2.11740 -6.97290 1.33930 -0.1 -0.1 0.0
H -2.00140 -6.16770 -0.23660 -0.1 -0.1 -0.1
H -3.05340 -5.49790 1.01480 -0.1 -0.1 0.0
H 0.10130 -6.76060 2.25980 0.0 -0.1 0.0
H 2.05010 -6.54980 3.51540 0.1 -0.1 0.1
H 2.39700 -4.98760 4.27890 0.1 0.0 0.1
H 3.13470 -5.39750 2.72980 0.2 -0.1 0.0
H 1.74620 -2.87460 2.86720 0.1 0.1 0.0
H -1.81350 -3.38210 0.51760 0.1 0.1 0.1
H 1.85940 1.43790 -0.43820 -0.1 0.0 0.0
H 3.28450 1.73030 0.57730 0.1 0.0 0.0
H 1.75260 1.28260 1.31670 0.0 0.1 0.0
H 3.33990 -0.30480 -1.71310 0.0 0.1 -0.2
H 4.14530 -1.58810 -0.80520 0.2 0.0 -0.1
H 4.64440 0.09110 -0.59250 0.1 0.1 0.0
H 2.66180 -0.77460 2.49600 0.0 0.0 0.1
H 4.15310 0.02660 2.00700 0.2 0.1 0.1
H 3.94190 -1.68940 1.68350 0.1 -0.2 0.0
```
Positions in Å, forces in eV/Å.

Here are the Löwdin charges for atoms 1 to 6, given in e:
1. Ru 1.338
2. I 0.775
3. C -0.712
4. C -0.253
5. C -0.724
6. I 0.802

Which electronic energy belongs to each record? In order, -234.55491; -971.55066; -7503.91676; -897.58892; -9789.22113 hartree.